A 2-piece molecular cluster, C12H10N2 overall at a distorted geometry, computed with wB97M-V/def2-TZVPD.

```
24
Properties=species:S:1:pos:R:3
C 1.60 -1.20 0.56
C 0.37 -0.59 -0.05
C 0.04 0.70 0.31
C -1.22 1.35 -0.08
C -2.06 0.61 -0.85
C -1.72 -0.69 -1.29
C -2.60 -1.32 -2.15
N -3.35 -1.67 -2.91
C -0.55 -1.30 -0.79
C -0.14 -2.71 -1.30
H 1.29 -1.95 1.38
H 2.39 -0.54 1.01
H 2.15 -1.86 -0.21
H 0.54 1.32 1.11
H -1.17 2.40 0.12
H -3.06 0.94 -1.10
H -1.01 -3.30 -1.42
H 0.75 -2.98 -0.81
H 0.20 -2.50 -2.32
C 1.96 0.55 -3.33
C 2.22 1.10 -2.27
C 2.52 1.89 -1.19
N 2.72 2.60 -0.29
H 1.78 0.05 -4.18
```

As for the net charge: 0. For the relative energy (zero: lowest compared OMol25 entry of this formula, charge and spin), the calculation gives 75.72 kcal per mole. For the LUMO energy, the calculation gives 0.11 eV. The SMILES is Cc1cccc(C#N)c1C.C#CC#N. Its orbital gap is 0.3463 Ha. As for the total energy: -15582.456 eV. The HOMO energy is -9.316 eV.


A 2-piece molecular cluster, C12H10N5O4 overall at a distorted geometry, computed with wB97M-V/def2-TZVPD.

```
31
Properties=species:S:1:pos:R:3
O 2.31 0.45 3.62
N 2.08 -0.66 3.07
C 0.72 -0.96 2.83
C -0.19 0.01 3.26
N -1.47 -0.42 3.42
N -2.50 0.31 3.94
N -3.59 -0.42 3.83
N -3.32 -1.63 3.24
C -1.98 -1.64 3.01
C -1.07 -2.57 2.43
C 0.26 -2.24 2.39
O 2.99 -1.45 2.77
H 0.07 0.97 3.70
H -1.54 -3.49 2.05
H 1.00 -2.93 2.02
C 2.55 6.35 5.25
O 2.31 5.13 4.52
C 1.80 5.21 3.25
C 1.50 6.43 2.60
C 0.97 6.36 1.31
C 0.71 5.16 0.67
C 0.88 3.87 1.37
O 0.45 2.74 0.99
C 1.58 3.98 2.63
H 2.95 5.99 6.20
H 3.29 6.98 4.73
H 1.63 6.92 5.40
H 1.69 7.38 3.11
H 0.76 7.32 0.83
H 0.29 5.17 -0.34
H 1.82 3.05 3.16
```

As for the net charge: -1. For the relative energy (zero: lowest compared OMol25 entry of this formula, charge and spin), the calculation gives 14.80 kcal per mole. For the LUMO energy, the calculation gives 1.00 eV. Its orbital gap is 0.1439 Ha. As for the total energy: -28242.384 eV. The HOMO energy is -2.911 eV.


One molecule with the formula C12H10O2 at a distorted geometry, computed with wB97M-V/def2-TZVPD.

```
24
Properties=species:S:1:pos:R:3
O -2.75 2.34 -0.33
C -2.49 1.00 -0.23
C -3.55 0.07 -0.13
C -3.14 -1.26 0.23
C -1.84 -1.71 0.36
C -0.84 -0.78 0.06
O 0.40 -1.41 -0.03
C 1.53 -0.58 -0.09
C 2.43 -0.72 -1.09
C 3.63 0.09 -0.97
C 3.81 0.83 0.15
C 2.84 0.92 1.21
C 1.74 0.09 1.06
C -1.13 0.61 -0.16
H -3.77 2.50 -0.58
H -4.61 0.41 -0.26
H -4.01 -1.91 0.55
H -1.61 -2.76 0.79
H 2.25 -1.40 -1.97
H 4.37 -0.08 -1.74
H 4.70 1.49 0.14
H 2.99 1.50 2.04
H 0.93 0.13 1.83
H -0.40 1.35 -0.32
```

As for the net charge: 0. For the relative energy (zero: lowest compared OMol25 entry of this formula, charge and spin), the calculation gives 25.53 kcal per mole. For the LUMO energy, the calculation gives 0.72 eV. The SMILES is Oc1cccc(Oc2ccccc2)c1. Its orbital gap is 0.3325 Ha. As for the total energy: -16699.547 eV. The HOMO energy is -8.331 eV.


C12H11Cl4GeNO5OsSSi as an isolated structure, computed with wB97M-V/def2-TZVPD.

```
37
Properties=species:S:1:pos:R:3
Os 0.44 -0.01 -0.01
O -2.77 0.02 -1.97
Cl -2.51 -0.20 -0.47
O -3.76 -0.17 0.13
O -1.76 -1.41 -0.35
O -1.63 0.90 -0.04
Ge 0.56 0.05 2.46
C 1.48 -1.41 3.40
C 2.06 -1.13 4.67
C 2.87 -2.05 5.27
C 3.03 -3.31 4.68
C 2.39 -3.64 3.46
C 1.58 -2.72 2.85
C -1.26 -0.32 3.10
C -1.92 0.69 3.81
C -3.22 0.48 4.24
C -3.86 -0.74 4.00
C -3.19 -1.74 3.31
C -1.90 -1.54 2.86
H 1.01 1.36 3.11
H 1.89 -0.16 5.14
H 3.37 -1.83 6.21
H 3.63 -4.06 5.18
H 2.53 -4.62 3.02
H 1.07 -2.96 1.93
H -1.44 1.63 4.01
H -3.74 1.26 4.78
H -4.86 -0.90 4.35
H -3.69 -2.69 3.12
H -1.40 -2.33 2.32
Cl -2.31 2.25 -3.89
Si -1.78 0.43 -3.33
Cl -2.01 -1.06 -4.60
Cl 0.17 0.48 -2.62
O 3.65 0.01 1.84
S 3.61 -0.38 0.45
N 2.23 -0.48 -0.18
```

As for the net charge: +2. As for the expectation value of S²: 6.063. For the relative energy (zero: lowest compared OMol25 entry of this formula, charge and spin), the calculation gives 0.00 kcal per mole. As for the spin multiplicity: 5. For the LUMO energy (alpha / beta), the calculation gives -7.02 / -9.98 eV. Its orbital gap (alpha / beta) is 0.2889 / 0.1737 Ha. As for the total energy: -152111.461 eV. The HOMO energy (alpha / beta) is -14.884 / -14.707 eV.


One molecule with the formula C12H11ClF2N2O2 at a distorted geometry, computed with wB97M-V/def2-TZVPD.

```
30
Properties=species:S:1:pos:R:3
O 2.38 -3.08 -2.79
C 2.23 -1.96 -2.34
C 0.95 -1.45 -1.94
C 1.14 -0.20 -1.43
N 0.13 0.69 -0.96
C -1.29 0.30 -0.79
C -1.56 -0.30 0.57
C -0.83 -1.33 1.09
C -1.24 -1.86 2.31
C -2.38 -1.38 2.94
Cl -2.76 -2.04 4.52
N -3.08 -0.35 2.47
C -2.70 0.16 1.30
C 0.47 2.11 -0.71
C 0.74 2.40 0.80
F 1.02 3.71 0.90
F 1.76 1.73 1.37
C 2.61 0.09 -1.45
O 3.20 -1.04 -2.14
H 0.01 -1.99 -2.05
H -1.96 1.15 -0.98
H -1.57 -0.41 -1.54
H 0.07 -1.75 0.59
H -0.76 -2.68 2.78
H -3.28 0.99 0.91
H 1.36 2.40 -1.29
H -0.39 2.69 -1.07
H -0.20 2.22 1.32
H 3.02 0.15 -0.44
H 2.92 1.03 -1.94
```

As for the net charge: 0. For the relative energy (zero: lowest compared OMol25 entry of this formula, charge and spin), the calculation gives 0.00 kcal per mole. For the LUMO energy, the calculation gives 0.25 eV. The SMILES is O=C1C=C(N(Cc2ccc(Cl)nc2)CC(F)F)CO1. Its orbital gap is 0.3413 Ha. As for the total energy: -37654.610 eV. The HOMO energy is -9.038 eV.


One molecule with the formula C12H11ClS at a distorted geometry, computed with wB97M-V/def2-TZVPD.

```
25
Properties=species:S:1:pos:R:3
C -2.66 1.37 -0.76
C -2.41 0.07 -1.00
C -2.08 1.98 0.33
C -1.43 -0.59 -0.31
C -1.24 1.27 1.19
C -0.79 0.04 0.74
C 0.75 -2.03 1.00
C 1.60 0.42 1.11
C 1.34 -2.31 -0.11
C 2.36 0.61 0.05
C 0.41 -0.57 1.43
C 2.22 -0.05 -1.21
S 0.94 0.55 -2.15
Cl 3.59 -0.71 -1.99
H -3.48 1.93 -1.14
H -2.94 -0.49 -1.72
H -2.35 3.05 0.63
H -1.21 -1.64 -0.54
H -0.90 1.90 2.04
H 0.18 -2.76 1.63
H 1.99 0.78 2.03
H 1.56 -3.12 -0.78
H 3.39 1.18 0.09
H 0.29 -0.50 2.57
H 0.85 -0.35 -3.13
```

As for the net charge: 0. For the relative energy (zero: lowest compared OMol25 entry of this formula, charge and spin), the calculation gives 109.24 kcal per mole. For the LUMO energy (alpha / beta), the calculation gives -0.14 / 0.14 eV. Its orbital gap (alpha / beta) is 0.2960 / 0.2705 Ha. As for the total energy: -35974.322 eV. The HOMO energy (alpha / beta) is -8.193 / -7.224 eV.


C12H11F2NTc as an isolated structure at a distorted geometry, computed with wB97M-V/def2-TZVPD.

```
27
Properties=species:S:1:pos:R:3
Tc -1.02 0.51 -1.67
C 0.30 0.21 -3.34
H 1.39 -0.05 -3.32
H -0.22 -0.77 -3.51
H 0.09 0.82 -4.25
H 0.64 1.13 -2.33
H -2.45 -0.46 -1.62
F 0.31 -4.70 -0.43
C 0.19 -3.37 -0.03
C -0.13 -2.40 -0.95
C -0.28 -1.06 -0.53
C 0.02 -0.73 0.82
C 0.36 -1.77 1.72
F 0.58 -1.55 3.07
C 0.44 -3.12 1.33
C -0.05 0.67 1.16
C 0.28 1.28 2.37
C 0.23 2.65 2.48
C -0.15 3.42 1.37
C -0.51 2.79 0.18
N -0.47 1.41 0.07
H -0.31 -2.65 -2.01
H 0.69 -3.89 2.05
H 0.58 0.63 3.21
H 0.51 3.12 3.43
H -0.18 4.53 1.43
H -0.82 3.35 -0.71
```

As for the net charge: +2. As for the expectation value of S²: 3.808. For the relative energy (zero: lowest compared OMol25 entry of this formula, charge and spin), the calculation gives 0.54 kcal per mole. As for the spin multiplicity: 4. For the LUMO energy (alpha / beta), the calculation gives -10.37 / -10.64 eV. Its orbital gap (alpha / beta) is 0.2186 / 0.2072 Ha. As for the total energy: -21722.953 eV. The HOMO energy (alpha / beta) is -16.318 / -16.279 eV.


A 2-piece molecular cluster, C12H11F3N2O3S3 overall at a distorted geometry, computed with wB97M-V/def2-TZVPD.

```
34
Properties=species:S:1:pos:R:3
C 0.29 -0.32 -2.98
S 1.56 0.99 -3.02
C 1.66 1.05 -4.83
C 0.70 2.39 -2.51
C 1.33 3.39 -1.74
N 1.89 4.22 -1.12
H 0.07 -0.57 -1.94
H -0.62 -0.02 -3.50
H 0.75 -1.18 -3.46
H 2.50 1.70 -5.06
H 1.85 0.03 -5.19
H 0.73 1.44 -5.25
H -0.07 2.73 -3.21
F -1.29 3.54 -0.65
C -1.51 2.24 -0.29
F -2.25 2.24 0.84
F -2.23 1.64 -1.28
S 0.07 1.45 -0.15
N -0.28 0.23 1.07
C -0.24 0.47 2.46
O -0.07 1.56 2.98
C -0.45 -0.86 3.09
C -0.23 -1.91 2.21
C -0.31 -3.25 2.59
C -0.64 -3.51 3.92
C -0.85 -2.45 4.83
C -0.73 -1.12 4.43
S 0.22 -1.35 0.62
O -0.69 -1.89 -0.36
O 1.65 -1.38 0.40
H -0.11 -4.02 1.86
H -0.73 -4.54 4.27
H -1.09 -2.67 5.88
H -0.85 -0.27 5.10
```

As for the net charge: 0. For the relative energy (zero: lowest compared OMol25 entry of this formula, charge and spin), the calculation gives 0.00 kcal per mole. For the LUMO energy, the calculation gives -0.46 eV. Its orbital gap is 0.2723 Ha. As for the total energy: -62399.996 eV. The HOMO energy is -7.866 eV.


C12H11F3N2O9PW as an isolated structure, computed with wB97M-V/def2-TZVPD.

```
39
Properties=species:S:1:pos:R:3
W -0.17 1.05 -0.09
O 1.76 -1.86 3.70
C 0.88 -2.11 3.06
O 0.02 1.84 1.35
C -0.22 -2.43 2.26
C -1.08 -3.45 2.72
C -2.17 -3.77 1.96
C -2.45 -3.12 0.78
C -1.60 -2.10 0.35
C -0.45 -1.72 1.05
O 0.38 -0.76 0.64
N -1.93 -1.45 -0.89
O -1.35 -0.31 -1.14
O -2.68 -1.90 -1.66
N -3.09 -4.85 2.43
O -4.04 -5.07 1.72
O -2.78 -5.38 3.46
H -0.89 -3.98 3.65
H -3.34 -3.40 0.22
F -1.42 5.20 -1.49
C -2.01 4.12 -1.97
F -1.82 4.02 -3.27
F -3.29 4.11 -1.67
C -1.33 2.90 -1.30
O -0.11 2.57 -1.53
O -1.88 2.12 -0.47
C 3.33 0.26 -0.05
P 2.25 1.43 -0.88
C 2.32 1.17 -2.65
C 2.73 3.10 -0.44
H 4.35 0.47 -0.39
H 3.08 -0.77 -0.33
H 3.30 0.39 1.03
H 1.80 1.96 -3.19
H 1.93 0.19 -2.93
H 3.38 1.20 -2.93
H 3.76 3.24 -0.80
H 2.72 3.23 0.64
H 2.09 3.83 -0.92
```

As for the net charge: +3. For the relative energy (zero: lowest compared OMol25 entry of this formula, charge and spin), the calculation gives 6.36 kcal per mole. For the LUMO energy, the calculation gives -12.56 eV. Its orbital gap is 0.2738 Ha. As for the total energy: -53262.248 eV. The HOMO energy is -20.013 eV.


An isolated ion of composition C12H11N2O6 and charge -1 at a distorted geometry, computed with wB97M-V/def2-TZVPD.

```
31
Properties=species:S:1:pos:R:3
H 3.39 1.28 1.53
N 3.97 0.44 1.64
C 4.05 -0.13 0.51
C 4.84 -1.43 0.44
C 3.44 0.32 -0.79
O 2.70 1.54 -0.73
C 1.38 1.39 -1.06
O 1.02 1.25 -2.20
N 0.45 1.42 0.01
O -0.82 1.44 -0.60
C -1.83 1.50 0.33
O -1.83 2.24 1.28
C -2.95 0.54 0.08
C -4.05 0.55 0.89
C -5.03 -0.37 0.65
C -4.95 -1.28 -0.37
C -3.84 -1.25 -1.18
C -2.83 -0.35 -0.96
C 0.67 0.14 0.80
O 1.17 0.30 1.92
O 0.35 -0.93 0.28
H 4.73 -1.94 -0.52
H 5.88 -1.20 0.68
H 4.49 -2.07 1.25
H 2.84 -0.49 -1.22
H 4.26 0.49 -1.51
H -4.15 1.26 1.70
H -5.90 -0.38 1.32
H -5.72 -2.01 -0.59
H -3.74 -1.94 -2.01
H -1.95 -0.32 -1.58
```

As for the net charge: -1. For the LUMO energy, the calculation gives 3.10 eV. The SMILES is [H]/N=C(/C)COC(=O)N(OC(=O)c1ccccc1)C(=O)[O-]. Its orbital gap is 0.3043 Ha. As for the total energy: -27887.761 eV. The HOMO energy is -5.177 eV.


One molecule with the formula C12H11N5O2 at a distorted geometry, computed with wB97M-V/def2-TZVPD.

```
30
Properties=species:S:1:pos:R:3
N -4.80 0.78 -0.33
C -3.42 0.52 -0.20
C -3.10 -0.36 0.81
C -1.77 -0.68 1.05
C -0.75 -0.06 0.32
C 0.69 -0.54 0.38
C 1.13 -1.21 -0.90
C 2.59 -1.69 -0.65
C 3.72 -0.73 -0.27
C 3.14 0.25 0.69
N 3.85 1.05 1.37
O 2.95 1.83 2.04
N 1.65 1.46 1.72
C 1.71 0.46 0.87
C -1.08 1.05 -0.49
N -0.36 2.02 -1.04
O -1.25 2.94 -1.67
N -2.60 2.41 -1.39
C -2.43 1.33 -0.74
H -5.42 0.49 0.39
H -5.21 1.42 -1.02
H -3.71 -0.97 1.42
H -1.65 -1.41 1.89
H 0.70 -1.36 1.11
H 0.95 -0.59 -1.85
H 0.44 -2.02 -1.02
H 2.61 -2.55 0.08
H 2.88 -2.29 -1.59
H 3.98 -0.24 -1.19
H 4.55 -1.29 0.21
```

As for the net charge: 0. For the relative energy (zero: lowest compared OMol25 entry of this formula, charge and spin), the calculation gives 38.73 kcal per mole. For the LUMO energy, the calculation gives -0.93 eV. The SMILES is Nc1ccc([C@H]2CCCc3nonc32)c2nonc12. Its orbital gap is 0.2651 Ha. As for the total energy: -24162.000 eV. The HOMO energy is -8.140 eV.


C12H11N5O9P2PtS2 as an isolated structure, computed with wB97M-V/def2-TZVPD.

```
42
Properties=species:S:1:pos:R:3
Pt -1.22 -1.53 0.61
O -3.76 0.04 3.54
P -2.97 0.44 2.18
O -2.87 1.90 2.04
O -1.73 -0.45 2.26
O -3.91 -0.12 0.99
P -4.27 -1.66 0.62
O -4.38 -1.55 -0.99
O -5.56 -2.06 1.22
O -3.02 -2.49 0.89
H -4.49 0.66 3.65
H -5.19 -1.08 -1.22
O -1.32 3.03 -2.25
C -0.10 3.41 -1.85
C 0.37 4.66 -2.25
C 1.62 5.09 -1.87
C 2.44 4.28 -1.08
C 1.98 3.04 -0.69
C 0.71 2.58 -1.05
C 0.21 1.23 -0.63
O -0.92 0.86 -1.04
N 1.06 0.56 0.14
N 0.64 -0.67 0.58
C 1.58 -1.35 1.12
S 1.34 -2.94 1.82
C 3.11 -3.32 1.80
C 3.86 -2.06 2.19
S 3.22 -0.69 1.18
H -1.44 2.11 -1.85
H -0.28 5.28 -2.85
H 1.97 6.07 -2.18
H 3.43 4.62 -0.79
H 2.58 2.39 -0.07
H 3.40 -3.64 0.79
H 3.29 -4.14 2.50
H 4.93 -2.14 2.00
H 3.69 -1.84 3.24
N -0.73 -2.64 -0.97
C -0.31 -3.02 -1.97
N 0.06 -3.48 -3.13
C 1.07 -4.32 -3.22
N 1.93 -5.08 -3.42
```

As for the net charge: -2. For the relative energy (zero: lowest compared OMol25 entry of this formula, charge and spin), the calculation gives 4.23 kcal per mole. For the LUMO energy, the calculation gives 4.00 eV. Its orbital gap is 0.2435 Ha. As for the total energy: -82005.523 eV. The HOMO energy is -2.627 eV.